(1)
This record from OMol25 describes C50H40N6O4P2Rb as an isolated structure at a distorted geometry. The level of theory is ωB97M-V/def2-TZVPD.

```
! wB97M-V def2-TZVPD RIJCOSX def2/J DEFGRID3
* xyz -1 1
Rb 1.274 -0.290 0.455
O -3.110 0.744 3.129
C -1.896 0.663 2.571
O -1.713 0.692 1.384
C -0.782 0.487 3.572
C -0.948 0.591 4.943
C 0.171 0.350 5.736
C 1.368 -0.005 5.145
C 1.440 -0.073 3.751
N 0.378 0.187 2.999
C 2.686 -0.526 2.977
O 2.990 -1.720 3.157
O 3.166 0.300 2.184
H -3.752 0.663 2.397
H -1.911 0.836 5.364
H 0.095 0.421 6.814
H 2.244 -0.243 5.733
N 0.883 2.498 -2.256
P 0.101 0.987 -2.509
C -1.640 1.463 -2.665
C -2.106 2.319 -3.670
C -3.400 2.798 -3.626
C -4.244 2.423 -2.580
C -3.797 1.562 -1.597
C -2.494 1.072 -1.645
C 0.561 0.638 -4.241
C 1.660 1.231 -4.855
C 2.014 0.883 -6.154
C 1.275 -0.061 -6.848
C 0.179 -0.659 -6.240
C -0.175 -0.314 -4.947
P 1.272 2.859 -0.630
C 2.323 4.325 -0.908
C 3.541 4.116 -1.556
C 4.399 5.174 -1.806
C 4.056 6.457 -1.394
C 2.858 6.670 -0.736
C 1.992 5.611 -0.496
C -0.208 3.604 0.128
C -1.292 4.115 -0.580
C -2.393 4.621 0.092
C -2.415 4.633 1.480
C -1.338 4.127 2.195
C -0.247 3.603 1.520
H 0.600 3.272 -2.852
H -1.450 2.605 -4.486
H -3.765 3.456 -4.406
H -5.264 2.788 -2.549
H -4.459 1.240 -0.805
H -2.163 0.392 -0.872
H 2.245 1.963 -4.314
H 2.869 1.355 -6.619
H 1.550 -0.332 -7.860
H -0.406 -1.396 -6.776
H -1.039 -0.779 -4.486
H 3.820 3.115 -1.863
H 5.339 4.995 -2.313
H 4.728 7.284 -1.585
H 2.588 7.667 -0.409
H 1.053 5.788 0.013
H -1.303 4.087 -1.662
H -3.243 4.987 -0.469
H -3.280 5.019 2.003
H -1.360 4.116 3.278
H 0.572 3.161 2.080
C 2.046 -5.282 -0.592
C 1.563 -3.999 -0.792
N 1.083 -3.236 0.186
C 1.054 -3.744 1.414
C 1.529 -5.021 1.725
C 2.029 -5.800 0.692
C 1.479 -5.538 3.114
C 2.537 -5.990 3.790
C 3.935 -5.970 3.299
C 4.517 -4.807 2.803
C 5.836 -4.910 2.397
N 6.527 -6.050 2.460
C 5.876 -7.086 2.967
N 4.625 -7.114 3.404
H 2.426 -5.856 -1.426
H 1.558 -3.563 -1.786
H 0.673 -3.103 2.201
H 2.408 -6.791 0.902
H 0.496 -5.620 3.565
H 2.398 -6.458 4.757
H 4.006 -3.855 2.787
H 6.356 -4.039 2.015
H 6.428 -8.018 3.042
C -2.378 -2.399 0.458
C -3.635 -1.969 0.160
C -4.192 -1.994 -1.178
C -5.429 -1.511 -1.466
C -6.268 -0.946 -0.474
C -5.783 -0.959 0.853
C -4.549 -1.450 1.165
C -7.533 -0.410 -0.793
N -8.571 0.037 -1.048
H -1.683 -2.718 -0.309
H -2.024 -2.388 1.482
H -3.587 -2.417 -1.972
H -5.782 -1.543 -2.492
H -6.422 -0.587 1.649
H -4.247 -1.510 2.206
*
```

Results
HOMO level: -2.95 eV
Energy relative to the best compared isomer or geometry (same formula, charge and spin): 0.3062 eV
Orbital gap: 4.79 eV

Mulliken atomic charge list, values in e, 99 entries:
1. Rb 0.92
2. O -0.61
3. C -0.03
4. O 0.16
5. C -0.06
6. C -0.66
7. C -0.62
8. C -0.59
9. C 0.52
10. N 0.89
11. C -0.42
12. O -0.61
13. O -0.75
14. H 0.30
15. H 0.58
16. H 0.42
17. H 0.51
18. N -0.31
19. P 0.44
20. C 0.31
21. C -0.17
22. C -0.73
23. C -0.93
24. C -0.66
25. C 0.22
26. C 0.21
27. C -0.30
28. C -0.57
29. C -0.47
30. C -0.55
31. C -0.85
32. P -0.15
33. C 0.35
34. C -0.60
35. C -0.58
36. C -0.46
37. C -0.72
38. C -0.29
39. C 0.84
40. C -0.18
41. C -0.48
42. C -0.75
43. C -0.37
44. C -0.69
45. H 0.47
46. H 0.43
47. H 0.41
48. H 0.44
49. H 0.51
50. H 0.22
51. H 0.46
52. H 0.40
53. H 0.36
54. H 0.40
55. H 0.47
56. H 0.34
57. H 0.38
58. H 0.37
59. H 0.39
60. H 0.34
61. H 0.45
62. H 0.38
63. H 0.37
64. H 0.37
65. H 0.43
66. C -0.81
67. C -0.48
68. N 0.09
69. C 0.11
70. C -0.25
71. C 0.02
72. C -0.84
73. C -0.50
74. C 0.38
75. C -0.31
76. C -0.30
77. N -0.63
78. C -0.13
79. N -0.61
80. H 0.41
81. H 0.46
82. H 0.41
83. H 0.47
84. H 0.50
85. H 0.41
86. H 0.77
87. H 0.47
88. H 0.41
89. C -1.33
90. C 1.11
91. C -0.77
92. C -0.30
93. C 0.18
94. C -0.32
95. C -1.05
96. C 0.09
97. N -0.72
98. H 0.12
99. H 0.13

(2)
This record from OMol25 describes a 6-piece molecular cluster, C22H28BF5O19 overall at a distorted geometry. The level of theory is ωB97M-V/def2-TZVPD.

```
! wB97M-V def2-TZVPD RIJCOSX def2/J DEFGRID3
* xyz 0 1
C -2.818 -1.335 -1.370
C -1.741 -2.183 -1.956
O -1.238 -3.116 -1.359
O -1.311 -1.900 -3.250
C -0.661 -0.668 -3.387
O -1.289 0.371 -3.304
C 0.792 -0.748 -3.647
B 1.684 -0.614 -2.351
C 1.169 -0.587 -0.885
C 1.601 0.734 -0.200
C 1.487 0.622 1.299
O 0.135 0.824 1.654
H -3.406 -0.813 -2.107
H -3.429 -1.959 -0.744
H -2.340 -0.584 -0.755
H 1.037 0.070 -4.309
H 1.043 -1.682 -4.140
H 2.860 -0.529 -2.533
H 1.651 -1.412 -0.373
H 0.097 -0.660 -0.776
H 2.591 1.035 -0.500
H 0.887 1.482 -0.516
H 1.835 -0.353 1.623
H 2.115 1.379 1.769
H 0.018 0.593 2.578
O 4.245 2.208 -2.002
C 5.179 2.239 -1.281
O 6.471 2.238 -1.681
C 7.300 2.433 -0.528
C 6.396 1.967 0.591
F 6.596 2.658 1.738
O 5.106 2.265 0.081
H 7.539 3.492 -0.426
H 8.217 1.858 -0.613
H 6.456 0.899 0.807
O -1.138 1.051 4.248
C -1.511 2.127 3.906
O -0.703 3.139 3.554
C -1.514 4.205 3.046
C -2.847 3.915 3.700
F -3.895 4.262 2.919
O -2.811 2.501 3.838
H -1.577 4.127 1.960
H -1.098 5.170 3.320
H -2.976 4.366 4.685
O 3.248 -6.643 -3.811
C 2.093 -6.535 -3.595
O 1.502 -5.436 -3.070
C 0.081 -5.630 -3.100
C -0.027 -7.136 -3.150
F -1.101 -7.555 -3.866
O 1.163 -7.506 -3.827
H -0.329 -5.174 -4.003
H -0.390 -5.186 -2.229
H -0.046 -7.621 -2.173
O 1.557 -0.814 9.067
C 0.523 -0.338 8.762
O -0.627 -1.031 8.568
C -1.689 -0.093 8.364
C -0.939 1.130 7.889
F -1.533 2.286 8.290
O 0.310 0.994 8.543
H -2.196 0.098 9.311
H -2.403 -0.470 7.637
H -0.779 1.169 6.810
O -6.975 2.542 -4.948
C -5.883 2.123 -5.098
O -5.353 1.073 -4.424
C -4.069 0.776 -4.990
C -3.697 2.093 -5.628
F -2.962 1.931 -6.757
O -4.963 2.636 -5.966
H -4.174 -0.012 -5.738
H -3.367 0.461 -4.226
H -3.176 2.784 -4.965
*
```

Results
HOMO level: -10.27 eV
Orbital gap: 10.54 eV

Table of Mulliken atomic charges, one value per atom, all in e:
1. C -0.82
2. C 0.66
3. O -0.54
4. O -0.34
5. C 0.83
6. O -0.59
7. C -0.81
8. B 0.10
9. C -0.15
10. C 0.17
11. C -0.56
12. O -0.41
13. H 0.18
14. H 0.38
15. H 0.26
16. H 0.36
17. H 0.43
18. H -0.14
19. H 0.30
20. H -0.14
21. H -0.34
22. H 0.32
23. H 0.34
24. H 0.35
25. H 0.17
26. O -0.48
27. C 0.60
28. O -0.32
29. C -0.44
30. C 0.30
31. F -0.28
32. O -0.27
33. H 0.28
34. H 0.27
35. H 0.30
36. O -0.70
37. C 0.88
38. O -0.28
39. C -0.41
40. C 0.29
41. F -0.29
42. O -0.32
43. H 0.29
44. H 0.27
45. H 0.29
46. O -0.50
47. C 0.62
48. O -0.28
49. C -0.22
50. C 0.37
51. F -0.28
52. O -0.33
53. H 0.22
54. H 0.14
55. H 0.28
56. O -0.49
57. C 0.63
58. O -0.33
59. C -0.44
60. C 0.64
61. F -0.29
62. O -0.33
63. H 0.28
64. H 0.29
65. H 0.01
66. O -0.49
67. C 0.64
68. O -0.34
69. C 0.41
70. C 0.34
71. F -0.28
72. O -0.35
73. H 0.25
74. H -0.45
75. H 0.31

(3)
This record from OMol25 describes C21H21BN8O2Y as an isolated structure at a distorted geometry. The level of theory is ωB97M-V/def2-TZVPD.

```
! wB97M-V def2-TZVPD RIJCOSX def2/J DEFGRID3
* xyz 1 1
Y 0.524 0.134 -0.229
B 3.798 0.122 1.798
N 2.399 0.117 2.512
C 2.387 0.110 3.845
C 1.077 0.148 4.292
C 0.332 0.178 3.130
N 1.129 0.156 2.040
N 3.757 0.132 0.239
C 4.883 0.109 -0.472
C 4.569 0.144 -1.823
C 3.187 0.186 -1.854
N 2.696 0.180 -0.593
H 4.367 1.122 2.149
H 4.370 -0.880 2.137
H 3.310 0.083 4.399
H 0.719 0.156 5.306
H -0.740 0.224 3.055
H 5.842 0.075 0.018
H 5.241 0.140 -2.663
H 2.529 0.230 -2.702
O -0.757 0.021 -4.250
C -0.709 0.123 -3.046
O 0.356 0.217 -2.318
C -2.001 0.134 -2.235
C -3.234 0.140 -2.903
C -4.385 0.144 -2.170
C -4.306 0.132 -0.761
C -5.446 0.126 0.074
C -5.316 0.106 1.432
C -4.035 0.088 2.022
C -2.919 0.094 1.236
C -3.019 0.120 -0.169
N -1.874 0.127 -0.916
H -3.222 0.140 -3.983
H -5.354 0.152 -2.654
H -6.426 0.135 -0.388
H -6.191 0.100 2.068
H -3.948 0.069 3.100
H -1.924 0.076 1.656
C 0.624 5.023 -0.824
C 0.470 3.626 -0.510
N 0.348 2.516 -0.257
H 1.209 5.512 -0.045
H -0.354 5.499 -0.889
H 1.137 5.133 -1.778
N 0.801 -4.166 -1.406
C 0.355 -4.417 -0.132
C 0.156 -3.197 0.432
N 0.468 -2.212 -0.485
C 0.858 -2.838 -1.581
H 1.048 -4.861 -2.089
H 0.226 -5.410 0.258
H -0.181 -2.961 1.427
H 1.171 -2.361 -2.497
*
```

Results
HOMO level: -11.07 eV
Energy relative to the best compared isomer or geometry (same formula, charge and spin): 0.8468 eV
Orbital gap: 7.95 eV

Table of Mulliken atomic charges, one value per atom, all in e:
1. Y 2.70
2. B -0.19
3. N -0.35
4. C -0.25
5. C -1.18
6. C -0.47
7. N 0.36
8. N -0.36
9. C -0.18
10. C -1.13
11. C -0.51
12. N 0.61
13. H -0.09
14. H -0.08
15. H 0.45
16. H 0.44
17. H 0.59
18. H 0.43
19. H 0.44
20. H 0.58
21. O -0.66
22. C 0.21
23. O -0.24
24. C 0.51
25. C -0.98
26. C -0.70
27. C 1.20
28. C -0.87
29. C -0.59
30. C -0.59
31. C 0.11
32. C 0.03
33. N -0.02
34. H 0.56
35. H 0.46
36. H 0.41
37. H 0.41
38. H 0.47
39. H -0.05
40. C -1.08
41. C 0.52
42. N -0.69
43. H 0.32
44. H 0.31
45. H 0.31
46. N -0.03
47. C -0.59
48. C -0.57
49. N 0.03
50. C -0.59
51. H 0.22
52. H 0.41
53. H 0.46
54. H 0.45

Q: Among the records above, which one has the lowest orbital gap?
A: C50H40N6O4P2Rb